Below is C13H21NO3S2 in the gas phase, with properties calculated with ωB97M-V/def2-TZVPD.

Last column: natural (NBO) charge in e.
Geometry (Å):
C1 6.4186 0.0006 -0.4503  -0.743
S1 5.3090 1.2005 0.3412  0.275
C2 3.7226 0.4438 0.2563  -0.171
C3 3.4718 -0.7675 -0.3807  -0.201
C4 2.1854 -1.2771 -0.3960  -0.176
C5 1.1624 -0.5879 0.2229  -0.377
S2 -0.4999 -1.2408 0.1375  2.332
O1 -1.2433 -0.7753 1.2684  -0.941
O2 -0.4330 -2.6464 -0.1335  -0.939
N1 -1.1493 -0.5422 -1.2195  -0.867
C6 -1.4016 0.8785 -1.2168  -0.243
C7 -2.6023 1.2286 -2.0973  -0.414
C8 -3.8666 0.5819 -1.5378  -0.065
O3 -4.1261 1.1611 -0.2826  -0.556
C9 -5.0883 0.4918 0.5181  0.112
C10 -4.6082 -0.8827 0.9926  -0.655
C11 -5.3458 1.4110 1.7088  -0.614
C12 1.4000 0.6158 0.8626  -0.163
C13 2.6788 1.1327 0.8789  -0.229
H1 7.4131 0.4284 -0.3693  0.241
H2 6.3806 -0.9454 0.0814  0.223
H3 6.1556 -0.1200 -1.4970  0.220
H4 4.2627 -1.3188 -0.8623  0.212
H5 1.9632 -2.2202 -0.8703  0.240
H6 -0.7752 -0.9245 -2.0723  0.401
H7 -0.5168 1.4506 -1.5319  0.184
H8 -1.6476 1.1313 -0.1846  0.238
H9 -2.4372 0.8819 -3.1185  0.200
H10 -2.7273 2.3114 -2.1034  0.219
H11 -4.7196 0.7503 -2.2166  0.166
H12 -3.6970 -0.4973 -1.4490  0.181
H13 -6.0199 0.3768 -0.0659  0.154
H14 -5.2372 -1.2257 1.8094  0.211
H15 -3.5792 -0.8117 1.3389  0.242
H16 -4.6543 -1.6224 0.1968  0.206
H17 -6.1506 1.0180 2.3235  0.206
H18 -5.6150 2.4041 1.3591  0.213
H19 -4.4409 1.4848 2.3050  0.211
H20 0.5835 1.1196 1.3542  0.241
H21 2.8909 2.0678 1.3738  0.226

Forces on the atoms, in the same order (eV/Å):
-0.51 0.27 0.20
0.23 -0.01 -0.03
0.22 -0.02 -0.06
-0.06 0.08 0.03
-0.02 -0.14 -0.05
-0.59 -0.31 0.04
0.04 -0.12 -0.55
0.20 0.37 -0.04
0.26 0.12 -0.19
0.08 -0.60 0.67
-0.06 0.66 -0.02
-0.16 -0.33 0.48
-0.01 0.02 -0.34
0.18 0.10 0.05
-0.27 -0.08 0.35
-0.03 0.30 -0.30
0.03 -0.16 -0.46
-0.02 0.11 0.09
0.08 -0.09 -0.10
0.05 0.01 0.00
0.08 -0.10 -0.04
0.07 -0.09 -0.07
0.08 -0.04 -0.03
0.05 -0.13 -0.07
0.14 -0.22 -0.10
-0.09 -0.05 0.10
0.03 0.21 -0.08
-0.01 0.05 -0.09
0.02 0.04 -0.10
0.12 -0.06 0.09
-0.09 0.06 -0.02
0.15 0.05 0.08
-0.09 -0.08 0.07
0.01 0.00 0.07
0.02 -0.12 -0.03
-0.07 -0.03 0.09
-0.05 0.11 0.01
0.11 0.02 0.13
-0.06 0.13 0.10
-0.04 0.11 0.09

charge: 0
SMILES: CSc1ccc(S(=O)(=O)NCCCOC(C)C)cc1
LUMO level: 0.542 eV
ΔE to the lowest compared entry with this formula, charge and spin: 0.00 kJ/mol
gap between HOMO and LUMO: 9.08 eV
HOMO level: -8.539 eV

=====

Below is C13H21NO4 in the gas phase, with properties calculated with ωB97M-V/def2-TZVPD.

Last column: natural (NBO) charge in e.
Geometry (Å):
C1 -1.4376 1.2160 -4.2875  -0.598
C2 -0.6181 0.8160 -3.0664  -0.396
C3 0.0431 2.0278 -2.4139  -0.384
C4 0.7918 1.6838 -1.1257  -0.409
C5 2.0456 0.8493 -1.3794  -0.405
C6 2.8865 0.6327 -0.1180  -0.212
N1 2.1896 -0.1557 0.8721  -0.395
C7 1.5799 0.4373 2.0388  -0.201
C8 0.7485 -0.6789 2.6649  -0.434
C9 -0.7389 -0.5480 2.3436  0.816
O1 -1.1667 0.0885 1.4178  -0.605
O2 -1.4570 -1.2405 3.2097  -0.491
C10 -2.8643 -1.3528 2.9639  -0.076
C11 -3.1532 -2.4677 1.9710  -0.636
C12 1.2006 -1.9485 1.9406  0.517
O3 0.9153 -3.0708 2.2392  -0.453
C13 2.0404 -1.4888 0.7530  0.551
O4 2.4892 -2.1910 -0.1248  -0.579
H1 -1.8990 0.3427 -4.7424  0.208
H2 -0.8042 1.6953 -5.0313  0.199
H3 -2.2245 1.9139 -4.0089  0.199
H4 0.1436 0.0961 -3.3694  0.196
H5 -1.2671 0.3286 -2.3357  0.198
H6 0.7324 2.4923 -3.1238  0.190
H7 -0.7320 2.7614 -2.1789  0.199
H8 1.0832 2.6166 -0.6333  0.191
H9 0.1132 1.1451 -0.4623  0.220
H10 1.7732 -0.1297 -1.7726  0.222
H11 2.6725 1.3500 -2.1203  0.204
H12 3.7963 0.0886 -0.3905  0.225
H13 3.1602 1.5877 0.3359  0.199
H14 0.9510 1.2839 1.7466  0.225
H15 2.3531 0.7921 2.7314  0.199
H16 0.8625 -0.7938 3.7424  0.264
H17 -3.2362 -0.3939 2.5889  0.199
H18 -3.3015 -1.5685 3.9404  0.194
H19 -4.2267 -2.5991 1.8717  0.219
H20 -2.7081 -3.3977 2.3155  0.221
H21 -2.7365 -2.2202 0.9975  0.221

Forces on the atoms, in the same order (eV/Å):
0.10 -0.18 0.16
0.01 0.30 -0.13
-0.06 -0.27 0.24
0.13 0.04 -0.30
-0.10 0.12 0.33
0.13 -0.17 -0.48
-0.16 -0.09 0.11
-0.15 0.33 0.32
-0.34 0.02 0.05
0.47 0.27 0.11
-0.18 -0.01 -0.15
0.12 -0.21 0.28
-0.53 -0.01 -0.27
0.26 0.24 0.21
-0.19 -0.09 0.43
0.18 0.17 -0.23
0.33 -0.18 -0.42
-0.01 -0.13 -0.06
-0.08 -0.03 -0.11
0.02 0.06 -0.12
-0.10 0.08 -0.02
0.00 -0.10 0.06
0.03 -0.09 0.06
0.00 0.09 -0.05
-0.01 0.07 -0.07
-0.01 0.01 0.11
-0.01 0.04 0.12
0.08 -0.04 -0.08
0.05 -0.02 -0.07
-0.02 0.11 0.09
0.02 -0.04 0.02
0.08 -0.10 0.07
-0.11 -0.02 -0.04
0.06 -0.02 -0.09
0.04 -0.13 0.14
0.07 0.08 -0.11
-0.12 -0.03 -0.03
-0.01 -0.10 0.01
-0.01 0.00 -0.09

charge: 0
SMILES: CCCCCCN1C[C@@H](C(=O)OCC)C(=O)C1=O
LUMO level: 0.090 eV
ΔE to the lowest compared entry with this formula, charge and spin: 26.83 kJ/mol
gap between HOMO and LUMO: 9.58 eV
HOMO level: -9.487 eV

=====

Below is a molecular structure, C13H22CaCl8CsFLiN2O8S in a non-equilibrium geometry, with properties calculated with ωB97M-V/def2-TZVPD.

Last column: Löwdin charge in e.
Geometry (Å):
C1 2.0014 -2.0035 2.4884  0.071
C2 1.5441 -1.8417 1.2561  -0.079
C3 0.8813 -1.8690 -0.2328  -0.100
C4 -0.2846 -0.7723 -0.4354  -0.257
S1 -1.8606 -1.4120 -1.2763  0.861
C5 -3.3683 -1.2378 -0.1510  -0.161
O1 -1.7780 -2.9282 -1.5671  -0.416
O2 -2.1000 -0.7404 -2.6559  -1.168
C6 -0.9229 -0.0068 0.8483  -0.340
O3 -1.1637 -0.4212 2.0387  0.008
N1 -1.2656 1.3703 0.3447  0.068
C7 -0.7207 1.6578 -1.0475  -0.079
C8 0.4634 0.5098 -1.1657  -0.240
O4 0.9105 0.1403 -2.4937  -0.181
C9 2.1186 0.8644 -2.8891  -0.232
C10 3.4279 0.5386 -1.9834  -0.128
H1 2.4294 -2.4818 3.4528  0.060
H2 1.7869 -1.7278 -0.9568  0.132
H3 0.5302 -2.9671 -0.4184  0.111
H4 -3.1461 -1.6493 0.9190  0.087
H5 -3.7933 -0.1680 -0.1298  0.107
H6 -4.1719 -1.9680 -0.5890  -0.040
H7 -0.8028 2.1141 0.9008  0.095
H8 -0.2335 2.6959 -0.8802  0.123
H9 -1.4896 1.6850 -1.9294  0.113
H10 1.2264 0.8461 -0.3716  0.085
H11 2.3844 0.4943 -3.9755  0.052
H12 1.9293 2.0096 -3.0100  0.144
H13 3.3120 1.0302 -0.9278  -0.139
H14 3.6385 -0.5833 -1.8361  0.071
H15 4.3347 1.0705 -2.4896  0.104
C11 0.0160 -5.7282 -2.7488  -1.557
Cl1 1.5710 -4.9333 -3.0335  0.554
Cl2 -0.7591 -6.1491 -4.2845  0.531
Cl3 0.2296 -7.1713 -1.7442  0.511
H16 -0.6324 -5.0327 -2.2166  -0.032
C12 0.9953 4.6298 0.4721  -0.938
O5 0.1493 3.8181 0.9480  -0.089
O6 1.1793 5.6775 1.3076  0.023
O7 1.6491 4.6091 -0.5785  0.024
H17 0.5294 5.3170 1.9457  0.103
N2 -3.7381 -4.6366 1.1607  0.329
H18 -3.2111 -4.0173 0.5318  0.110
H19 -3.1240 -5.3893 1.4921  0.170
H20 -4.0820 -4.0978 1.9629  0.160
H21 -4.5326 -5.0419 0.6550  0.149
Li1 -5.6749 -2.1029 -1.2978  0.740
Cl4 3.0527 1.9318 0.7185  0.007
Cs1 -2.0094 0.0935 -4.4551  1.433
F1 2.4872 1.0279 -5.4315  -0.695
Ca1 3.0460 3.7458 2.2944  1.245
O8 -5.2939 3.0192 -1.7121  -0.443
H22 -4.6993 3.3535 -1.0488  -0.158
C13 3.4077 4.9658 7.2474  -2.015
Cl5 2.8091 3.5124 8.0760  0.537
Cl6 5.1841 4.9368 7.2059  0.536
Cl7 2.7763 5.0002 5.5807  0.473
Cl8 2.8574 6.4136 8.1155  0.556

Forces on the atoms, in the same order (eV/Å):
-2.31 -0.33 -6.76
1.43 -1.40 5.75
1.06 -1.32 1.58
1.34 1.00 1.14
0.63 -3.72 -3.20
-0.66 -0.02 0.76
-0.49 3.22 1.96
-0.60 -4.87 13.05
-0.84 1.68 2.38
1.05 1.37 -5.53
1.62 -2.71 -0.03
1.46 0.06 0.23
-2.52 0.24 -0.98
-0.58 0.89 3.13
2.53 0.07 -0.94
-0.67 1.19 0.58
-0.94 1.48 -2.22
-2.04 0.28 1.03
0.44 2.05 0.49
-0.06 1.10 -1.89
0.80 -1.39 0.01
2.16 1.03 0.59
-0.85 -0.28 0.43
-0.80 -1.71 -0.96
1.30 -0.21 1.99
-0.68 -0.81 -1.43
-0.79 1.05 1.00
0.20 -2.06 0.57
0.62 -1.64 -2.99
-0.33 1.56 -0.54
-1.66 -1.16 0.75
0.16 0.16 -0.14
-0.29 -0.05 0.10
0.01 0.07 0.20
-0.09 0.07 0.04
0.17 -0.12 -0.17
0.41 -1.15 -3.75
0.07 -0.84 0.56
0.67 0.59 2.38
-0.51 -0.20 1.37
-0.20 1.24 0.48
0.02 -0.01 0.05
0.21 -0.08 -0.10
0.02 0.04 -0.03
0.07 -0.09 -0.02
0.12 -0.04 0.08
-0.90 0.56 -0.64
0.14 0.60 1.98
1.01 5.15 -10.84
-0.15 -0.28 -0.40
-0.83 0.50 -0.92
-0.31 -1.07 -0.47
0.44 0.32 0.52
0.41 -0.05 0.90
0.11 0.34 -0.31
-0.44 0.00 -0.09
-0.22 0.11 -0.30
0.10 -0.43 -0.42

charge: +1
LUMO level: -6.010 eV
gap between HOMO and LUMO: 1.66 eV
HOMO level: -7.674 eV

=====

Below is a molecular structure, C13H22CaF6N3O24S6 in a non-equilibrium geometry, with properties calculated with ωB97M-V/def2-TZVPD.

Last column: Löwdin charge in e.
Geometry (Å):
Ca1 -0.3805 -0.0008 -0.2343  1.461
N1 0.1233 -1.7658 4.2650  -0.243
S1 1.4846 -2.0083 3.6353  0.467
O1 2.6825 -1.5094 4.3227  -0.280
O2 1.4793 -2.4296 2.2521  -0.265
F1 1.5370 -3.4803 4.3535  -0.254
S2 -0.1241 -0.3089 3.4969  0.612
O3 -0.3953 -0.4358 2.0602  -0.403
O4 0.5578 0.8259 4.0538  -0.239
F2 -1.6906 -0.1234 3.9765  -0.218
N2 2.0683 3.4479 -2.2119  -0.227
S3 0.7232 3.4793 -1.0636  0.633
O5 0.7502 4.5992 -0.0857  -0.311
O6 0.2133 2.2223 -0.5850  -0.395
F3 -0.3758 4.0519 -2.0749  -0.180
S4 3.1608 3.6588 -1.0771  0.455
O7 3.0867 2.8817 0.1251  -0.295
O8 3.6813 5.0162 -1.0885  -0.301
F4 4.2572 2.8802 -1.9221  -0.207
N3 -0.5016 0.0062 -2.4400  -0.380
S5 -1.8988 -0.1576 -3.4936  0.616
O9 -2.5836 -1.3950 -3.3887  -0.249
O10 -2.0060 0.6987 -4.6959  -0.267
F5 -2.7603 0.7062 -2.4543  -0.208
S6 0.3978 0.2702 -3.6599  0.457
O11 0.6380 1.6529 -3.9937  -0.263
O12 0.5822 -0.7593 -4.6862  -0.286
F6 1.7228 -0.0261 -2.7364  -0.222
C1 2.5511 -4.6456 -1.6647  -0.107
C2 2.4335 -3.6557 -2.8474  -0.043
O13 1.6989 -2.5887 -2.2254  0.081
C3 1.1357 -2.9620 -1.1481  -0.509
O14 0.3826 -2.1901 -0.5088  -0.010
O15 1.4033 -4.2802 -0.8930  0.072
H1 3.4549 -4.5788 -1.0592  0.122
H2 2.5940 -5.7162 -1.8646  0.126
H3 1.8902 -4.0602 -3.7013  0.141
H4 3.4542 -3.3224 -3.0348  0.137
C4 -3.2213 -4.6233 0.4761  -0.092
C5 -4.2677 -3.7297 1.1142  -0.125
O16 -3.7960 -2.4410 0.9066  0.132
C6 -2.8689 -2.4599 0.0156  -0.507
O17 -2.2925 -1.4391 -0.4326  -0.001
O18 -2.6347 -3.7056 -0.4107  0.083
H5 -3.6582 -5.4511 -0.0825  0.139
H6 -2.3496 -4.8429 1.0925  0.148
H7 -4.3720 -3.9544 2.1757  0.135
H8 -5.2980 -3.9272 0.8184  0.134
C7 5.0738 -1.3190 -0.1666  -0.079
O19 3.7368 -1.0032 -0.2199  0.013
C8 2.9890 -0.2803 0.6784  -0.505
O20 1.8344 0.0672 0.5320  -0.003
O21 3.7159 0.0437 1.7441  0.000
C9 3.4072 1.2402 2.4446  -0.047
H9 5.5153 -1.2136 0.8244  0.098
H10 5.6457 -0.6780 -0.8377  0.099
H11 5.3640 -2.3247 -0.4705  0.084
H12 2.3964 1.6458 2.4019  0.089
H13 4.1689 1.9669 2.1620  0.095
H14 3.4483 0.9850 3.5035  0.087
C10 -2.1077 5.9846 1.0303  -0.050
C11 -3.0643 4.7482 0.7466  -0.177
O22 -2.2846 3.6051 0.3781  0.024
C12 -2.8426 2.3463 0.4307  -0.401
O23 -2.1982 1.2968 0.3402  -0.015
O24 -4.2124 2.4507 0.6432  -0.024
C13 -4.9543 1.3443 0.4671  -0.089
H15 -2.4492 6.8597 1.5831  0.065
H16 -1.7909 6.4640 0.1041  0.068
H17 -1.2009 5.6427 1.5292  0.068
H18 -3.8424 5.0666 0.0529  0.121
H19 -3.5061 4.4807 1.7065  0.115
H20 -5.9774 1.4150 0.8364  0.100
H21 -4.5181 0.4029 0.8012  0.095
H22 -5.0159 1.3389 -0.6212  0.107

Forces on the atoms, in the same order (eV/Å):
0.57 -0.16 1.42
-2.39 4.67 -1.09
6.39 -7.02 1.62
-1.89 1.02 -2.05
0.54 1.54 0.59
-0.04 -0.48 -0.24
-4.96 0.80 0.22
0.90 0.41 2.11
-0.29 -1.06 -0.88
1.46 -0.09 0.11
-4.09 -0.26 3.94
-0.33 3.85 -0.90
0.36 -2.70 -1.74
0.48 0.35 -0.59
0.39 -1.01 0.13
3.57 1.53 -2.07
-0.26 0.36 0.14
-0.58 -1.45 0.90
0.86 -0.26 0.08
-4.40 -1.22 -4.63
-3.66 2.94 1.61
0.89 -0.79 -0.82
1.05 -2.47 2.34
-0.35 0.31 0.00
8.85 1.25 -1.29
-1.20 -1.39 -0.22
-1.54 1.16 1.25
-0.02 0.30 -0.32
-0.12 -0.22 -0.07
0.97 -0.68 1.39
1.42 0.50 -2.49
-2.96 1.11 2.75
2.26 -3.41 -1.35
-0.42 0.59 0.94
0.07 1.01 0.12
-0.97 0.04 -0.55
0.11 0.30 0.01
-0.39 0.34 -0.72
0.11 0.37 -0.01
-0.98 -2.26 2.05
-1.48 1.12 1.39
3.35 3.00 -3.37
-2.07 -3.39 1.64
0.72 1.20 -1.69
0.35 -0.08 0.21
-0.65 -0.90 0.65
0.55 0.41 0.29
0.07 0.58 -1.06
2.43 0.54 0.91
-3.52 0.03 -0.14
1.11 0.50 0.35
1.56 -0.85 -0.72
-0.25 -0.48 -1.07
-0.04 0.50 1.73
-0.23 0.20 0.13
-0.17 0.33 -0.05
-1.04 -0.37 -0.16
0.06 -0.28 -1.11
-0.34 0.06 0.12
0.59 -0.10 0.03
0.50 -0.84 -1.00
0.43 1.90 1.99
-0.40 -2.27 -0.52
0.15 0.73 0.38
-2.35 2.92 0.32
3.94 2.49 1.28
-1.53 -2.73 -2.16
-0.98 -0.59 0.42
0.19 -0.46 -0.30
-0.03 -0.13 -0.08
0.14 -0.63 -0.30
-0.40 0.18 -0.12
0.27 0.54 0.41
0.26 0.17 0.18
-0.60 -1.11 -0.27

charge: -1
LUMO level: 1.846 eV
ΔE to the lowest compared entry with this formula, charge and spin: 456.62 kJ/mol
gap between HOMO and LUMO: 8.46 eV
HOMO level: -6.611 eV

=====

Below is a molecular structure, C13H22Cl8CsN2O8 in a non-equilibrium geometry, with properties calculated with ωB97M-V/def2-TZVPD.

Last column: Löwdin charge in e.
Geometry (Å):
C1 -4.0653 -1.5471 -0.4508  0.141
C2 -2.9574 -2.0597 -0.3194  -0.094
C3 -1.4145 -2.3060 -0.1085  -0.092
N1 -0.6938 -0.9886 0.1594  -0.139
C4 -1.3163 -0.3296 1.3569  -0.108
C5 -0.2580 0.8051 1.8127  -0.146
C6 -0.3462 1.9347 0.6545  -0.197
C7 -0.1233 1.3530 -0.8176  -0.138
C8 -0.6610 -0.1297 -1.0590  -0.107
H1 -4.9880 -0.9195 -0.5806  0.087
H2 -0.9425 -2.8137 -1.0142  0.144
H3 -1.3348 -2.9359 0.8281  0.145
H4 0.2637 -1.2680 0.4460  0.189
H5 -2.2067 0.2586 0.9540  0.145
H6 -1.5898 -1.0405 2.1870  0.152
H7 -0.4732 1.2141 2.8403  0.113
H8 0.8001 0.3746 1.7086  0.118
H9 -1.4109 2.3500 0.7353  0.121
H10 0.3429 2.8301 0.8811  0.053
H11 -0.7248 2.0274 -1.5173  0.133
H12 0.9583 1.4776 -1.1191  0.114
H13 0.0766 -0.6275 -1.7777  0.157
H14 -1.6373 -0.0601 -1.6187  0.151
C9 3.0116 4.5915 2.2060  -1.933
Cl1 2.5366 4.6292 0.5011  0.614
Cl2 2.2196 3.2162 3.0154  0.563
Cl3 4.7697 4.4184 2.3276  0.595
Cl4 2.5130 6.1106 2.9908  0.268
C10 -1.9396 -5.8117 -2.3228  -0.172
C11 -2.9125 -4.7518 -2.7613  -0.157
O1 -3.1407 -5.0587 -4.1216  -0.019
C12 -2.8578 -6.3820 -4.2866  -0.529
O2 -3.0974 -7.0096 -5.2639  0.195
O3 -2.2557 -6.9011 -3.1651  0.053
H15 -2.0618 -6.0851 -1.2723  0.123
H16 -0.8970 -5.5202 -2.4955  0.121
H17 -3.8638 -4.8085 -2.2224  0.139
H18 -2.5050 -3.7426 -2.6577  0.102
O4 0.0531 8.4251 2.5175  -0.062
H19 0.2552 9.0076 3.2613  0.045
H20 0.8609 7.9120 2.3930  -0.044
N2 -5.6428 -4.8495 -6.1668  -0.607
O5 -5.2197 -4.9520 -7.3304  -0.062
O6 -4.8316 -4.7978 -5.2072  -0.093
O7 -6.8695 -4.7961 -5.9495  -0.087
Cs1 0.9860 5.8903 5.1181  1.045
O8 4.2894 1.1575 1.6469  -0.092
H21 4.2310 0.8820 0.7238  0.044
H22 4.7472 2.0056 1.6088  -0.036
C13 8.4665 3.9239 4.5479  -2.031
Cl5 7.9983 3.9604 2.8335  0.490
Cl6 7.6764 2.5497 5.3455  0.521
Cl7 10.2239 3.7525 4.6751  0.553
Cl8 7.9591 5.4347 5.3299  0.514

Forces on the atoms, in the same order (eV/Å):
1.43 0.12 0.11
0.45 1.38 -0.13
-2.41 -1.12 -0.40
-0.93 -1.28 0.61
0.34 2.80 0.70
0.19 -0.18 -2.01
-0.80 0.22 0.89
-0.38 0.80 0.36
1.51 1.29 -1.97
1.26 -1.47 0.15
-0.67 0.66 1.27
0.28 0.63 -1.19
-0.49 0.34 -0.44
0.86 -1.28 0.77
0.35 0.52 -1.25
0.29 -0.55 -1.17
-1.31 0.47 0.80
1.38 -0.48 -0.24
-0.92 -1.60 -0.53
0.94 -0.98 0.83
-1.14 -0.45 0.42
-1.13 0.50 0.96
0.73 -0.59 1.27
0.54 -0.70 -0.83
0.03 0.09 0.41
0.04 0.40 0.09
-0.45 0.23 0.20
2.50 0.41 -3.24
0.29 -0.18 0.52
-0.22 0.29 -0.04
2.91 -0.82 1.96
-0.68 0.10 -1.37
0.45 0.07 0.72
-0.01 0.11 0.22
0.01 -0.20 -0.09
0.03 0.03 -0.02
0.00 0.02 -0.02
-0.09 0.05 -0.20
0.24 -0.44 0.63
-0.13 0.24 -0.26
-0.09 0.28 -0.39
-0.53 0.06 -0.26
0.12 0.05 0.04
-2.09 0.51 -1.44
-0.10 0.01 0.11
-2.65 -0.28 3.60
-0.20 0.12 -0.26
0.14 -0.07 0.12
0.10 -0.18 0.04
0.21 -0.07 0.24
0.09 0.00 0.04
0.06 0.19 -0.14
-0.38 0.04 -0.07
0.02 -0.17 -0.13

charge: +1
LUMO level: -4.910 eV
ΔE to the lowest compared entry with this formula, charge and spin: 0.00 kJ/mol
gap between HOMO and LUMO: 1.41 eV
HOMO level: -6.315 eV